(1)
# C42H35F7

A 7-piece molecular cluster, C42H35F7 overall at a distorted geometry (ωB97M-V/def2-TZVPD, OMol25).

Values from the calculation:
* LUMO energy: 0.53 eV
* highest occupied orbital energy: -9.3 eV
* energy relative to the best compared isomer or geometry (same formula, charge and spin): 2.9 kcal per mole
* DFT total energy: -2320.48418 a.u.
* SMILES: Fc1ccccc1.Fc1ccccc1.Fc1ccccc1.Fc1ccccc1.Fc1ccccc1.Fc1ccccc1.Fc1ccccc1
* net charge: 0
* HOMO-LUMO gap: 0.3618 Eh

XYZ file:
```
84
C42H35F7 (ωB97M-V/def2-TZVPD)
F 11.55611 -16.52375 -6.18303
C 11.12373 -16.15473 -7.40337
C 11.44456 -16.92706 -8.50197
C 10.95240 -16.54387 -9.73847
C 10.24155 -15.36667 -9.90627
C 10.01273 -14.55802 -8.80098
C 10.40888 -14.98106 -7.53991
H 11.96876 -17.87037 -8.43009
H 11.12638 -17.19496 -10.58712
H 9.89167 -15.09149 -10.88932
H 9.46307 -13.63214 -8.91287
H 10.20083 -14.37344 -6.66772
F 3.44133 -15.54384 -14.08016
C 4.71972 -15.35645 -13.68012
C 5.58022 -16.44430 -13.63612
C 6.88137 -16.24193 -13.21714
C 7.31509 -14.98440 -12.79804
C 6.44696 -13.91131 -12.90741
C 5.13740 -14.08932 -13.33356
H 5.22206 -17.41603 -13.94926
H 7.56412 -17.08274 -13.18861
H 8.32630 -14.88875 -12.43362
H 6.79490 -12.92146 -12.63757
H 4.44800 -13.26286 -13.21625
F 14.21497 -17.41698 -13.28060
C 14.18214 -16.46163 -12.32817
C 13.80307 -15.18491 -12.70637
C 13.86689 -14.15346 -11.78203
C 14.13443 -14.47491 -10.45613
C 14.49246 -15.75551 -10.08753
C 14.50913 -16.77734 -11.03212
H 13.47338 -15.05490 -13.73162
H 13.61687 -13.14226 -12.06487
H 14.07512 -13.67729 -9.72407
H 14.61350 -15.99284 -9.03896
H 14.84043 -17.77456 -10.77327
F 11.53818 -5.98195 -12.77953
C 11.14711 -4.81259 -12.23470
C 12.10850 -3.97798 -11.69376
C 11.68479 -2.76118 -11.17038
C 10.34069 -2.40242 -11.17099
C 9.39127 -3.29293 -11.65982
C 9.80766 -4.48232 -12.25357
H 13.16228 -4.21962 -11.67718
H 12.40186 -2.03380 -10.81031
H 10.04978 -1.42719 -10.80407
H 8.33789 -3.04705 -11.65638
H 9.09097 -5.16756 -12.68860
F 16.00577 -4.53533 -9.25669
C 15.60417 -5.36770 -10.24712
C 14.51789 -6.18560 -10.02840
C 14.15600 -7.07299 -11.03407
C 14.85605 -7.11140 -12.22220
C 15.95538 -6.30141 -12.40647
C 16.32687 -5.39874 -11.42006
H 13.93179 -6.11626 -9.12264
H 13.30760 -7.71528 -10.83848
H 14.53120 -7.76759 -13.01957
H 16.50995 -6.30385 -13.33506
H 17.19031 -4.75023 -11.49710
F 5.42305 -10.76005 -12.68346
C 5.93699 -10.17714 -13.78248
C 5.23021 -10.20569 -14.96493
C 5.72650 -9.54987 -16.08397
C 6.90595 -8.81924 -16.01125
C 7.62684 -8.83534 -14.82647
C 7.13374 -9.49442 -13.70546
H 4.25649 -10.68141 -14.99421
H 5.17580 -9.59680 -17.01414
H 7.22998 -8.24586 -16.86896
H 8.58333 -8.33603 -14.73628
H 7.70372 -9.43251 -12.78697
F 11.67447 -8.96164 -12.47525
C 10.94215 -10.04924 -12.14762
C 9.78865 -9.86341 -11.40607
C 9.03513 -10.98547 -11.11538
C 9.42195 -12.25123 -11.54745
C 10.57191 -12.39587 -12.32303
C 11.34193 -11.28546 -12.61843
H 9.47711 -8.87765 -11.09114
H 8.08690 -10.89495 -10.59432
H 8.83561 -13.12462 -11.30644
H 10.92659 -13.40445 -12.50387
H 12.27186 -11.35395 -13.16904
```

Here are the Löwdin charges for atoms 1 to 2, given in e:
1 F 0.06
2 C -0.28



(2)
# C42H35FN3S6TeZr

C42H35FN3S6TeZr as an isolated structure (ωB97M-V/def2-TZVPD, OMol25).

Values from the calculation:
* LUMO energy: -3.81 eV
* highest occupied orbital energy: -9.4 eV
* energy relative to the best compared isomer or geometry (same formula, charge and spin): 17.7 kcal per mole
* DFT total energy: -4589.67948 a.u.
* net charge: +1
* HOMO-LUMO gap: 0.2052 Eh

XYZ file:
```
89
C42H35FN3S6TeZr (ωB97M-V/def2-TZVPD)
Zr 0.23214 0.27909 0.19818
C 1.00880 -2.71108 -2.21796
C -0.15223 -2.71740 -1.25935
C 0.01871 -2.78076 0.12882
C -1.08074 -2.99787 0.97486
C -0.83140 -3.38250 2.40420
C -2.35869 -3.02187 0.43665
C -2.56141 -2.89623 -0.93822
C -3.94943 -2.90430 -1.51388
C -1.45253 -2.77401 -1.76386
H 0.98674 -3.62247 -2.81744
H 1.96611 -2.66852 -1.70256
H 0.94429 -1.87118 -2.91418
H 1.01109 -2.87423 0.55361
H -0.54755 -4.43705 2.43318
H -1.72188 -3.26619 3.01396
H -0.01501 -2.80605 2.84486
H -3.20476 -3.18872 1.09335
H -3.92808 -2.94552 -2.60194
H -4.49227 -2.00246 -1.22044
H -4.52396 -3.75870 -1.15499
H -1.59730 -2.74250 -2.83748
N 0.73694 1.63492 -3.99228
C -0.23569 1.17780 -4.92158
C -0.06597 1.42626 -6.26943
C -1.02674 0.99116 -7.17293
C -2.13652 0.29607 -6.72124
C -2.28884 0.02983 -5.36595
C -1.34255 0.48636 -4.46306
S -1.59987 0.20376 -2.74748
N -0.03698 0.53439 -2.06634
C 0.83105 1.26959 -2.70962
C 2.00610 1.79809 -1.95150
C 3.14675 2.28199 -2.56325
C 4.12414 2.86515 -1.76516
C 3.90951 2.95239 -0.40236
C 2.76564 2.38380 0.13661
N 1.85402 1.78661 -0.62653
H 1.43859 2.26481 -4.34672
H 0.80890 1.96100 -6.61772
H -0.90037 1.19269 -8.22652
H -2.88513 -0.04808 -7.41984
H -3.15038 -0.52075 -5.01124
H 3.30174 2.19174 -3.62900
H 5.03393 3.24524 -2.20714
H 4.62853 3.41834 0.25508
H 2.59559 2.36235 1.20617
S 6.29212 0.37859 4.53017
C 4.95676 0.16427 3.62478
S 3.34168 0.44864 4.19847
C 2.50728 0.03478 2.72094
C 3.26993 -0.35475 1.68226
S 2.66419 -0.83776 0.12428
S 4.99148 -0.37036 1.96867
S 0.75889 0.15904 2.65026
Te -2.66573 0.42150 1.20095
C -2.92373 2.13044 2.38823
C -3.78043 3.11919 1.93155
C -4.00555 4.24068 2.72349
C -3.38596 4.35487 3.95720
C -2.53445 3.35289 4.40766
C -2.29334 2.23736 3.62187
C -3.48598 -0.84762 2.65203
C -2.81614 -1.10644 3.84055
C -3.44927 -1.85138 4.82629
C -4.73275 -2.33754 4.61767
C -5.39431 -2.07705 3.42684
C -4.77367 -1.32300 2.43802
H -4.26608 3.03078 0.96877
H -4.66838 5.01943 2.37118
H -3.56663 5.22597 4.57217
H -2.05019 3.44212 5.37095
H -1.61061 1.47224 3.96986
H -1.81024 -0.74006 4.00219
H -2.93489 -2.05528 5.75570
H -5.22019 -2.91845 5.38829
H -6.39656 -2.45015 3.26648
H -5.29661 -1.10898 1.51513
F -1.67663 6.41364 0.52658
C -1.30197 5.12362 0.46155
C -1.75069 4.34233 -0.57792
C -1.36384 3.00556 -0.61676
C -0.54078 2.41349 0.35225
C -0.12524 3.27435 1.38712
C -0.48575 4.60919 1.45137
H -2.39781 4.76916 -1.33232
H -1.75309 2.42080 -1.44547
H 0.47627 2.88687 2.20373
H -0.16785 5.24403 2.26724
```

Here are the Löwdin charges for atoms 1 to 2, given in e:
1 Zr 1.15
2 C -0.05



(3)
# C42H35N3O4PTi

C42H35N3O4PTi as an isolated structure at a distorted geometry (ωB97M-V/def2-TZVPD, OMol25).

Values from the calculation:
* LUMO energy (spin up / spin down): -0.51 / -0.63 eV
* highest occupied orbital energy (spin up / spin down): -7.6 / -8.4 eV
* energy relative to the best compared isomer or geometry (same formula, charge and spin): 13.0 kcal per mole
* DFT total energy: -3277.73595 a.u.
* net charge: 0
* HOMO-LUMO gap (spin up / spin down): 0.2615 / 0.2840 Eh
* spin multiplicity: 2

XYZ file:
```
86
C42H35N3O4PTi (ωB97M-V/def2-TZVPD)
Ti 0.46523 -0.78145 -0.14135
C -0.30211 -5.03567 0.41384
C -1.19718 -4.52404 -0.67311
C -1.76968 -5.42763 -1.55486
C -2.60461 -5.00029 -2.57250
C -2.84633 -3.65281 -2.72569
C -2.28287 -2.70810 -1.87014
C -2.54474 -1.26467 -2.17975
C -1.47672 -3.15301 -0.81536
N -0.89361 -2.26921 0.12788
C -1.27780 -2.49650 1.40887
O -2.22936 -3.15851 1.79741
C -0.32118 -1.86883 2.40250
C -0.28456 -2.11785 3.76427
C 0.79591 -1.61370 4.49356
C 1.81911 -0.92279 3.84955
C 1.70205 -0.70850 2.48236
N 0.63617 -1.15336 1.82562
C 2.75209 -0.11693 1.56741
O 3.83654 0.23355 2.01171
N 2.33773 -0.14008 0.28330
C 3.37378 -0.05786 -0.67276
C 3.58576 1.10126 -1.41689
C 2.74335 2.31917 -1.21427
C 4.60048 1.10755 -2.36750
C 5.38760 -0.00779 -2.57714
C 5.15749 -1.16064 -1.84117
C 4.14928 -1.20387 -0.88730
C 3.89530 -2.45102 -0.09389
H 0.15356 -5.97830 0.11084
H -0.86731 -5.20946 1.32964
H 0.50068 -4.32633 0.64813
H -1.55297 -6.47972 -1.44003
H -3.05107 -5.71470 -3.24918
H -3.47717 -3.30653 -3.53219
H -1.98715 -0.96915 -3.07157
H -2.23966 -0.59453 -1.37776
H -3.60297 -1.09912 -2.37916
H -1.06461 -2.71203 4.21502
H 0.85657 -1.79574 5.55701
H 2.70088 -0.57206 4.36426
H 1.77806 2.05312 -0.77703
H 2.57100 2.83004 -2.16027
H 3.22035 3.01856 -0.52727
H 4.75811 1.99993 -2.95481
H 6.17045 0.01203 -3.32329
H 5.76085 -2.04193 -2.01300
H 4.50143 -3.27110 -0.47247
H 2.83677 -2.76276 -0.14950
H 4.14014 -2.30747 0.96157
O 1.05120 0.62659 -3.85819
C 0.38065 0.59626 -2.84419
O 0.47054 -0.33443 -1.97352
C -0.66562 1.69007 -2.61408
C -1.01435 2.37468 -3.77499
C -1.97527 3.36664 -3.77984
C -2.61350 3.70774 -2.60100
C -2.26586 3.05605 -1.43105
C -1.29498 2.04964 -1.41399
P -0.87257 1.34358 0.21814
C -2.42726 1.30926 1.18337
C -3.20759 0.15887 1.23897
C -4.36506 0.13057 1.99926
C -4.75894 1.25118 2.71211
C -3.98690 2.40065 2.66876
C -2.82671 2.42893 1.91652
C 0.04443 2.66028 1.08001
C 0.44942 2.38805 2.38694
C 1.18521 3.31500 3.09671
C 1.52268 4.52766 2.51187
C 1.11789 4.80789 1.21826
C 0.38089 3.87991 0.49988
H -0.50645 2.09278 -4.68468
H -2.22627 3.86630 -4.70087
H -3.37205 4.47643 -2.58576
H -2.76107 3.33409 -0.50945
H -2.91511 -0.73433 0.70612
H -4.94402 -0.77913 2.04044
H -5.65901 1.22676 3.30857
H -4.28273 3.27705 3.22817
H -2.22398 3.32593 1.90823
H 0.17733 1.44701 2.85490
H 1.50111 3.09046 4.10371
H 2.10423 5.25064 3.06544
H 1.38087 5.74902 0.75920
H 0.08570 4.10276 -0.51759
```

Here are the Löwdin charges for atoms 1 to 2, given in e:
1 Ti 0.95
2 C -0.03